{"formula": "C6H4O", "method": "the ωB97M-V functional and the def2-TZVPD basis", "e_above_lowest_kcal_mol": 76.9, "species": ["C", "C", "C", "C", "C", "C", "O", "H", "H", "H", "H"], "coordinates": [[3.867, -0.163, 0.278], [2.659, -0.176, 0.291], [1.266, -0.113, 0.295], [0.063, 0.044, 0.277], [-1.287, 0.518, -0.033], [-2.423, -0.353, -0.376], [-2.385, 0.345, 0.853], [4.941, -0.176, 0.300], [-1.244, 1.506, -0.493], [-2.297, -1.432, -0.293], [-3.160, 0.002, -1.099]], "lowdin_charge": [0.125, -0.147, -0.037, 0.071, -0.296, -0.110, -0.027, 0.038, 0.148, 0.119, 0.115]}

=====

{"formula": "C6H4O", "method": "the ωB97M-V functional and the def2-TZVPD basis", "e_above_lowest_kcal_mol": 77.5, "species": ["C", "C", "C", "C", "C", "C", "O", "H", "H", "H", "H"], "coordinates": [[3.272, 0.558, 0.801], [2.024, 0.400, 0.967], [0.745, 0.125, 0.659], [-0.362, 1.033, 0.336], [-1.238, 0.332, -0.388], [-0.702, -1.058, -0.545], [0.368, -1.131, 0.393], [-0.213, -1.145, -1.523], [-0.366, 2.088, 0.579], [-2.136, 0.688, -0.879], [-1.391, -1.889, -0.399]], "lowdin_charge": [0.064, -0.180, -0.306, 0.012, -0.004, -0.135, 0.020, 0.147, 0.126, 0.121, 0.136]}